No. 1
The following is a quantum chemistry calculation of a 7-piece molecular cluster, C17H50N2O9 overall in a non-equilibrium geometry, from the Open Molecules 2025 dataset.

Cartesian coordinates (Å):
C  4.091  7.137  2.140
O  2.953  6.734  1.389
H  4.714  6.286  2.415
H  4.734  7.741  1.500
H  3.890  7.692  3.056
H  2.338  7.450  1.216
C  1.917  -0.176  1.238
O  2.459  0.990  1.674
H  1.602  -0.796  2.077
H  0.971  0.009  0.729
H  2.600  -0.739  0.602
H  2.119  1.715  1.145
C  2.125  3.864  6.824
O  1.241  4.475  5.873
H  2.499  2.906  6.463
H  3.010  4.479  6.987
H  1.641  3.878  7.800
H  1.757  4.528  5.065
C  7.490  -0.050  5.444
O  8.198  -1.153  5.875
H  6.582  -0.234  4.870
H  7.096  0.512  6.290
H  8.143  0.668  4.948
H  8.598  -0.935  6.720
C  -3.859  -3.849  0.970
O  -5.124  -3.369  1.348
H  -3.835  -4.928  0.820
H  -3.772  -3.502  -0.060
H  -3.037  -3.553  1.621
H  -4.963  -2.573  1.860
C  -5.852  0.287  -0.621
O  -4.774  0.663  0.271
C  -5.061  1.849  1.086
C  -4.236  1.928  2.431
N  -4.582  0.911  3.395
C  -3.554  0.852  4.517
C  -4.137  -0.093  5.599
O  -5.346  0.567  6.080
C  -5.913  -0.097  7.210
H  -6.170  1.048  -1.333
H  -6.752  0.052  -0.052
H  -5.538  -0.492  -1.317
H  -6.088  1.858  1.452
H  -4.892  2.575  0.291
H  -4.490  2.894  2.866
H  -3.168  1.931  2.212
H  -5.458  1.143  3.841
H  -3.383  1.848  4.926
H  -2.657  0.394  4.100
H  -3.300  -0.167  6.294
H  -4.380  -1.066  5.172
H  -5.946  -1.184  7.150
H  -6.901  0.359  7.284
H  -5.381  0.289  8.080
C  2.172  0.287  -5.833
O  1.600  -0.769  -6.600
C  1.380  -1.883  -5.787
C  0.498  -2.965  -6.493
N  1.110  -4.303  -6.785
C  2.331  -4.297  -7.665
C  1.955  -4.128  -9.160
O  3.071  -4.235  -10.071
C  3.780  -3.094  -10.266
H  1.522  0.477  -4.978
H  2.390  1.232  -6.330
H  3.161  -0.056  -5.532
H  0.913  -1.678  -4.824
H  2.363  -2.315  -5.599
H  0.072  -2.670  -7.452
H  -0.355  -3.154  -5.840
H  1.409  -4.677  -5.895
H  2.797  -5.263  -7.470
H  2.984  -3.446  -7.472
H  1.335  -3.236  -9.253
H  1.276  -4.904  -9.513
H  4.133  -2.738  -9.299
H  3.187  -2.439  -10.905
H  4.699  -3.303  -10.813

## Properties
**SMILES**: COCCNCCOC.COCCNCCOC.CO.CO.CO.CO.CO
**Relative energy (zero: lowest compared OMol25 entry of this formula, charge and spin)**: 3.355 eV
**HOMO-LUMO gap**: 9.17 eV
**Net charge**: 0

=====

No. 2
The following is a quantum chemistry calculation of C17H50N7NaO12 as an isolated structure in a non-equilibrium geometry, from the Open Molecules 2025 dataset.

Cartesian coordinates (Å):
Na  0.149  1.212  3.534
N  -0.625  -0.706  0.708
O  0.276  -0.698  -0.158
O  -0.780  0.264  1.478
O  -1.322  -1.743  0.871
C  -0.149  6.068  -6.187
O  -0.352  4.816  -5.551
C  -0.153  3.723  -6.439
C  -0.627  2.453  -5.726
N  0.177  2.240  -4.535
C  -0.244  1.074  -3.751
C  0.293  -0.281  -4.302
O  1.702  -0.300  -4.295
C  2.226  -0.418  -2.993
H  -0.613  6.098  -7.178
H  0.934  6.226  -6.222
H  -0.636  6.849  -5.603
H  0.920  3.702  -6.674
H  -0.740  3.873  -7.352
H  -0.504  1.652  -6.471
H  -1.685  2.597  -5.510
H  1.139  2.065  -4.815
H  -1.333  1.043  -3.692
H  0.141  1.255  -2.745
H  -0.096  -0.340  -5.317
H  -0.177  -1.048  -3.680
H  1.877  -1.320  -2.481
H  1.993  0.447  -2.367
H  3.311  -0.489  -3.071
C  -0.320  -4.934  6.123
O  -0.498  -3.584  5.774
C  0.316  -3.250  4.654
C  0.025  -1.824  4.201
N  0.758  -0.773  4.924
C  2.214  -0.848  4.943
C  2.796  -0.792  3.537
O  2.160  0.272  2.837
C  2.815  0.572  1.607
H  -0.669  -5.610  5.335
H  -0.863  -5.100  7.049
H  0.729  -5.217  6.279
H  0.056  -3.930  3.832
H  1.357  -3.437  4.936
H  -1.049  -1.708  4.366
H  0.160  -1.670  3.130
H  0.348  -0.732  5.849
H  2.605  -1.743  5.435
H  2.502  0.053  5.488
H  2.602  -1.732  3.007
H  3.883  -0.682  3.555
H  2.562  -0.176  0.851
H  3.900  0.509  1.741
H  2.498  1.564  1.303
C  1.668  -4.332  0.805
O  2.283  -5.372  1.062
N  2.252  -3.124  0.595
N  0.298  -4.304  0.750
H  3.252  -3.100  0.520
H  1.655  -2.372  0.285
H  -0.150  -5.197  0.841
H  -0.241  -3.465  0.874
C  0.631  3.506  0.744
O  0.722  3.215  1.948
N  0.399  2.556  -0.203
N  0.684  4.778  0.273
H  0.416  1.599  0.130
H  -0.133  2.776  -1.022
H  0.663  4.890  -0.722
H  0.663  5.564  0.893
C  -3.248  0.809  3.840
O  -2.150  1.675  4.168
H  -2.910  0.038  3.151
H  -3.688  0.486  4.782
H  -3.981  1.346  3.226
H  -2.478  2.440  4.645
C  -3.005  1.121  -1.328
O  -3.380  2.461  -1.637
H  -3.359  0.834  -0.334
H  -3.351  0.352  -2.017
H  -1.917  1.098  -1.221
H  -2.591  2.956  -1.855
C  -2.470  -3.370  -2.502
O  -2.934  -2.216  -1.828
H  -2.959  -3.373  -3.478
H  -1.387  -3.426  -2.653
H  -2.797  -4.266  -1.959
H  -2.441  -2.124  -1.003

## Properties
**HOMO-LUMO gap**: 8.36 eV
**Net charge**: 0

=====

No. 3
The following is a quantum chemistry calculation of a 9-piece molecular cluster, C17H51BF4O8 overall in a non-equilibrium geometry, from the Open Molecules 2025 dataset.

Cartesian coordinates (Å):
O  2.303  0.611  -3.493
H  2.379  1.439  -3.244
H  3.127  0.100  -3.400
H  1.779  0.107  -2.946
B  0.129  -0.460  -0.367
F  -1.078  0.137  0.026
F  0.907  -0.155  0.729
F  0.038  -1.807  -0.678
F  0.544  0.238  -1.417
C  -2.588  0.097  -3.166
O  -3.024  0.753  -1.954
H  -3.511  -0.695  -3.473
H  -1.882  -0.596  -2.646
H  -2.321  0.690  -4.040
H  -2.296  0.908  -1.315
C  -0.200  -2.257  2.936
O  -0.440  -3.381  3.633
H  -0.887  -1.436  3.345
H  -0.444  -2.426  1.854
H  0.860  -1.811  3.096
H  -0.684  -3.130  4.437
C  -4.739  -3.314  -1.201
C  -3.613  -2.775  -0.279
C  -3.603  -3.185  1.211
O  -2.365  -3.216  -0.755
H  -5.550  -2.758  -1.086
H  -5.115  -4.448  -0.962
H  -4.491  -3.058  -2.210
H  -3.532  -1.756  -0.285
H  -4.574  -2.716  1.613
H  -2.676  -2.802  1.955
H  -3.784  -4.178  1.275
H  -1.688  -2.421  -0.677
C  -2.256  2.298  2.843
C  -0.759  2.295  2.695
C  0.064  3.255  3.590
O  -0.368  0.985  3.011
H  -2.654  3.329  2.569
H  -2.639  2.141  3.797
H  -2.793  1.603  2.503
H  -0.450  2.277  1.686
H  -0.228  4.178  3.566
H  1.132  3.337  3.296
H  -0.075  2.736  4.584
H  0.104  0.640  2.315
C  -1.250  4.014  -0.702
C  -0.089  4.983  -0.936
C  0.968  4.660  0.137
O  0.391  4.842  -2.288
H  -2.096  4.038  -1.400
H  -1.915  4.463  -0.010
H  -0.820  3.000  -0.594
H  -0.297  6.016  -0.939
H  1.308  3.508  0.171
H  0.581  5.104  1.022
H  1.760  5.299  -0.221
H  0.016  5.513  -2.981
C  0.198  -3.346  -3.817
C  1.621  -3.150  -3.553
C  2.419  -2.554  -4.827
O  1.736  -2.126  -2.599
H  -0.338  -2.559  -4.173
H  -0.207  -3.498  -2.813
H  0.134  -4.171  -4.439
H  2.086  -4.011  -3.401
H  1.892  -1.705  -5.177
H  2.463  -3.233  -5.539
H  3.333  -2.137  -4.567
H  1.034  -2.404  -1.929
C  5.209  -0.693  2.562
C  3.706  -0.354  2.471
C  3.444  0.770  3.526
O  3.534  0.117  1.225
H  5.373  -1.454  1.883
H  5.506  -1.045  3.530
H  5.880  -0.063  2.047
H  3.184  -1.378  2.957
H  3.960  0.892  4.642
H  2.607  1.340  3.249
H  3.962  1.686  3.205
H  2.647  0.262  1.307

## Properties
**Relative energy (zero: lowest compared OMol25 entry of this formula, charge and spin)**: 1.222 eV
**HOMO-LUMO gap**: 7.70 eV
**Net charge**: 0